Molecular formula: C25H73O12S11
Method: DFT, ωB97M-V/def2-TZVPD

Properties
Energy (hartree): -6278.817176
Frontier orbital gap (eV): 5.72

Geometry as ORCA input:
```
! RIJCOSX wB97M-V def2-TZVPD def2/J DEFGRID3
* xyz -1 1
H -1.00846 3.67729 -2.11265
H -0.92027 3.33435 0.53511
H -2.77921 3.33905 0.61924
C 4.70996 -0.96608 0.02987
H 4.94392 0.58806 2.51011
H 3.32262 0.33986 3.04195
H 0.55632 6.99495 -0.36101
H 5.22056 3.01910 2.26972
H -0.27768 -1.40054 -0.27975
H -4.90176 -2.61101 4.01063
S -0.42152 -5.03028 1.78816
S 4.44834 2.12095 4.36190
C 4.78691 2.37363 -1.15663
H 0.08513 -2.40542 -3.90322
H -2.75158 -0.22826 0.49807
H -2.68348 0.38830 -3.29129
C -1.82734 3.08630 1.08629
C -1.98391 -5.25218 2.74182
H -1.97715 -6.16012 3.34491
H 4.03888 -0.41065 0.68505
H -2.78844 -5.39257 2.01994
H 0.94852 -0.62386 5.48926
H -0.57205 -0.34814 6.49104
C -2.23648 -4.04544 -1.17366
C -0.02436 -0.13936 5.57204
H 0.73766 -1.96391 3.15715
H 1.70936 -5.32260 3.08011
H -4.88500 -5.16745 -2.11861
H 5.16673 6.05714 -0.82577
H 2.44278 -2.71781 1.55283
C 1.03413 -0.58437 -5.78772
H -4.43141 -0.17360 0.50071
C -3.16776 0.34090 -4.26664
H -4.35341 -0.93494 4.16083
H 0.70454 1.57412 0.17227
O -4.57231 -2.78400 0.95929
H -2.48229 -3.21289 -0.51448
C 0.07195 3.82102 -2.12498
O 3.04794 2.25254 4.96820
C 2.92092 -3.08057 0.64294
H -5.64269 -0.11793 -6.47561
H -2.17400 -4.37697 3.36309
O -1.46287 5.39930 2.42061
H -1.40241 -1.96573 -4.71457
H 0.87699 -0.11327 3.18047
O -2.78854 -5.19186 -3.56860
S 3.96261 4.09294 -1.12389
H 0.40440 3.40962 3.94992
C 1.48121 0.88034 -0.14952
O -0.95338 -1.82929 -7.33114
C -4.82108 -4.08203 -2.19529
O -0.38265 -3.58395 1.38442
O -5.47347 0.25964 -2.78442
H 1.71399 -0.12093 -6.50265
H 2.38513 1.46859 -0.30763
S -3.64712 -2.10943 1.94653
H -1.87225 2.00157 1.18353
C 0.25995 -0.99538 3.00942
H 5.66533 2.35989 -1.80184
H 0.28618 0.19589 -5.64670
S -4.92354 -0.37913 -4.08842
C 0.64506 -5.31604 3.31532
H -4.90978 -3.78012 -1.15170
C -0.09501 6.14151 -0.54940
C 4.32952 0.53854 3.40908
C 0.92806 0.05121 -1.34815
H -0.91863 -1.16802 -1.84537
H -3.24427 1.35041 -4.67057
H 3.51337 3.01691 2.30221
H -2.34885 -4.99717 -0.65435
H -3.69569 0.43560 1.88764
S 0.56055 5.58030 -2.21087
C -0.42244 -0.63038 -1.03738
H 5.61768 4.75973 0.40387
H 0.97038 3.53896 2.21235
H 0.12517 0.93975 5.53661
O 3.04302 4.10121 0.08946
H 1.68424 0.36640 0.79002
H -5.69527 -3.85731 -2.80635
H 4.47185 -0.95631 -1.03376
H 4.05813 1.71438 -1.62817
O -0.47426 6.04484 -3.16693
H -1.18332 -3.87950 -1.40043
H -1.14754 6.40883 -0.64348
H -0.71619 -3.68632 -4.63919
H 2.49407 -2.65765 -0.26646
S -1.53425 3.87146 2.70292
H 4.62424 -0.28740 4.05643
S 4.69667 -2.69436 0.85360
O 4.91460 -2.36886 2.37445
H 0.11462 2.19764 2.69900
C 0.16552 3.26852 2.89583
O -1.87320 0.49391 3.77243
H -1.09610 0.19058 -0.79183
H 4.96950 1.99000 -0.15284
H 0.44919 3.47084 -1.16416
H 0.25620 -6.16834 3.87254
S 0.24154 -2.15948 -6.37761
H 5.71021 -0.55736 0.17314
H 2.66565 -4.13989 0.67109
C -5.66900 0.47174 -5.55925
S -3.13347 -3.92679 -2.79793
C 4.37894 3.22910 2.92978
C -3.59624 -0.37905 1.17032
C -0.53301 -2.62042 -4.77487
H 0.58407 0.72314 -2.13446
O 1.90518 -0.74838 -1.99242
H -5.21099 1.45204 -5.69092
H 0.60925 -4.37793 3.86918
H 4.44187 4.29173 3.16419
H 1.47965 -0.82719 -4.82302
S -1.10334 -0.72891 4.25769
H -5.59381 -1.27081 2.99979
H 0.08664 5.38593 0.21493
C -4.69978 -1.69315 3.45852
H -6.73631 0.40887 -5.34712
H -0.30336 -0.97216 2.07655
H 6.38547 4.95363 -1.21935
H -2.56257 -0.23037 -4.97055
C 5.46354 5.02452 -0.64218
H 0.56992 3.11411 -2.78862
*
```

---

Molecular formula: C25H74N6O9
Method: DFT, ωB97M-V/def2-TZVPD

Properties
Energy (hartree): -2002.288305
Frontier orbital gap (eV): 9.43

Geometry as ORCA input:
```
! RIJCOSX wB97M-V def2-TZVPD def2/J DEFGRID3
* xyz 0 1
C 5.04344 -0.74635 2.56160
C -7.33340 1.03058 -5.53447
H 2.14572 5.91502 -2.87366
C -3.97384 -7.78148 0.07094
H -7.24274 -4.76828 -1.99805
H 6.65362 6.84115 -6.64445
C -4.06994 -4.23281 -2.70378
H -8.11441 0.30498 -8.37173
H -10.02016 -1.06464 -6.40803
H -8.64277 -2.53548 -7.82873
C 3.65226 -2.66394 -2.53923
H -10.22714 -2.62848 -8.50563
H 2.67391 6.51099 -4.38101
H 6.95259 -3.36278 -1.93478
C 4.20592 5.85348 -3.13829
H -0.21438 5.53641 11.93885
H 3.39819 2.03753 10.29167
H 2.64735 4.17387 11.35744
C 5.36842 -4.13871 -3.34626
C 2.29842 3.45907 9.32419
H -2.09348 2.00514 -0.00777
C -5.09189 -5.99632 -0.99336
O -7.77179 -0.06640 -6.38192
H -6.43817 -3.79902 -3.11979
H -6.51296 0.83740 -4.84334
O 5.62040 6.46548 -4.98902
H 4.17956 -0.75923 1.89703
H -6.98537 1.18318 3.07962
H 4.35232 -1.84029 -2.39917
H 1.87638 -3.06248 3.00443
H -2.11149 0.87910 1.36242
O 4.43779 -1.34389 3.72923
H 5.11459 -3.32620 3.75707
O -2.32723 6.58095 2.26683
H 4.54101 6.53515 -1.34570
C 3.06853 -3.21739 4.52665
C 7.87759 -4.65038 -3.44239
N 1.80165 -2.78364 3.97229
H -3.95380 -3.39343 -2.01818
H -11.73953 -0.93051 -7.97219
H -4.84769 -5.49726 -0.05559
H 0.54578 7.11549 11.36094
N 4.49203 5.58367 -1.68096
H -7.30076 0.23082 4.21338
H 5.84677 -4.87141 -0.90623
H 1.88529 -1.77887 3.91255
H 7.56877 6.68791 -5.25894
C -9.42781 -1.92447 -8.27425
N 2.63383 2.12399 9.63718
N 6.64936 -5.20532 -1.42048
H 6.69802 8.26131 -5.62627
H -3.15674 6.49920 2.73742
H 1.32128 5.99023 12.48452
C 4.21799 -2.73751 3.56309
H 4.25369 4.89722 -3.65923
H -3.18017 -7.21581 0.55899
H 7.86272 -5.57417 -4.02075
H -6.97599 1.77382 -6.24718
C 5.38361 6.82424 -3.64656
C 1.34177 3.48212 8.17796
H 2.94862 1.70168 8.77540
H 5.05690 7.86252 -3.58878
H 0.99201 4.49168 7.96219
H 2.93145 -5.28873 3.90156
C 0.68057 6.06189 11.60563
O -0.52809 2.24533 1.31772
H 1.81084 3.04295 7.29750
N -6.40438 -4.24898 -2.21618
C 2.93136 6.52323 -3.32192
C 3.03630 -4.64455 4.77457
H 3.63470 5.21208 -1.29756
H 0.40830 2.93865 8.32419
H -2.11466 7.51299 2.31529
H 0.99810 3.47955 10.98143
C -5.21622 -5.14715 -2.27682
H 3.09446 4.07899 8.91173
H -9.14995 1.30361 -7.22961
N -11.06372 -0.18593 -7.87741
H -0.95003 3.09970 1.43445
C 1.81080 4.13093 10.65999
H -8.12691 1.63373 -5.09327
H 3.16134 -2.47110 -1.58533
H 4.01978 -2.94145 2.51084
C -9.82739 -0.73854 -7.43009
H 8.70098 -4.79403 -2.74276
H 2.19498 -4.90350 5.41741
H 5.19058 -5.01973 -3.96293
C 6.73978 -4.24085 -2.54455
H 8.28560 -3.90689 -4.12713
C 6.65607 7.17230 -5.60598
O -4.23041 -7.14498 -1.17955
H 5.31860 0.28001 2.80439
O -6.96113 1.10748 4.03351
H -4.87157 -7.83069 0.68719
H 2.92162 -2.31221 -3.26762
H -4.34100 -3.92757 -3.71445
H -5.22189 -5.86281 -3.09895
H 2.94987 7.50756 -2.85410
O 1.23415 5.39832 10.49073
H -11.37662 0.45189 -7.15952
H 3.26115 -2.72014 5.47730
H 4.04288 -4.83031 5.14925
H -0.98887 0.85987 -0.06546
H 6.30447 6.80964 -3.06355
H -9.15807 -1.62574 -9.28722
H -6.06633 -6.43188 -0.77232
C -8.65751 0.35160 -7.42782
H 7.47897 -5.11706 -0.85121
H -3.49636 -8.75705 -0.02057
H 6.00787 -1.17013 2.28161
C -1.46965 1.46420 0.70379
H 5.51114 -3.36237 -4.09795
O 4.23268 -3.97644 -2.45359
H -3.18294 -4.84356 -2.87204
*
```